Entry 1:
This record from OMol25 describes a cluster of 2 separate species, C9H14 in total. The level of theory is ωB97M-V/def2-TZVPD.

Properties
Lowest unoccupied orbital energy = 0.0372 Eh
HOMO = -0.3276 Eh
SMILES = Cc1ccccc1.CC
Molecular weight = 122.21 g/mol
Energy relative to the best compared isomer or geometry (same formula, charge and spin) = 40.5 kcal per mole
Largest force on an atom = 4.49 eV/Å
Orbital gap = 9.926 eV

Geometry as XYZ:
```
23
Properties=species:S:1:pos:R:3:lowdin_charge:R:1
C -0.085 -2.239 -0.251 -0.097
C 0.595 -1.170 -1.020 -0.303
C 1.682 -0.601 -0.330 -0.083
C 2.237 0.588 -0.761 -0.105
C 1.602 1.235 -1.804 -0.112
C 0.629 0.618 -2.578 -0.095
C 0.042 -0.526 -2.122 -0.059
H 0.565 -2.529 0.666 0.091
H -0.025 -3.292 -0.760 0.100
H -1.161 -2.167 0.051 0.082
H 2.043 -1.037 0.616 0.109
H 3.157 0.969 -0.171 0.135
H 1.921 2.308 -1.994 0.121
H 0.209 0.999 -3.469 0.092
H -0.759 -1.110 -2.556 0.116
C -1.311 0.450 2.478 -0.180
C -1.766 1.604 1.665 -0.182
H -2.183 -0.356 2.281 0.106
H -0.325 -0.062 2.200 0.074
H -1.281 0.703 3.509 0.038
H -1.293 1.681 0.755 0.031
H -1.621 2.506 2.106 0.027
H -2.872 1.429 1.490 0.095
```

Entry 2:
This record from OMol25 describes a cluster of 9 separate species, C5H28N2O9 in total. The level of theory is ωB97M-V/def2-TZVPD.

Properties
Lowest unoccupied orbital energy = 0.0121 Eh
HOMO = -0.3186 Eh
SMILES = NCCNCCC=O.O.O.O.O.O.O.O.O
Molecular weight = 260.28 g/mol
Energy relative to the best compared isomer or geometry (same formula, charge and spin) = 94.9 kcal per mole
Largest force on an atom = 4.67 eV/Å
Orbital gap = 8.998 eV

Geometry as XYZ:
```
44
Properties=species:S:1:pos:R:3:lowdin_charge:R:1
N 1.847 1.892 -0.838 -0.009
C 1.713 1.262 -2.199 -0.223
C 0.776 0.090 -1.927 -0.246
N -0.584 0.425 -1.498 -0.063
C -1.344 1.284 -2.361 -0.260
C -2.051 2.376 -1.569 -0.151
C -1.189 3.603 -1.254 -0.254
O -0.993 4.010 -0.145 0.049
H 2.239 2.823 -0.853 0.063
H 0.935 1.939 -0.393 0.032
H 1.445 2.023 -2.996 0.114
H 2.755 0.872 -2.260 0.114
H 0.747 -0.691 -2.724 0.112
H 1.187 -0.598 -1.184 0.094
H -0.681 0.497 -0.505 0.043
H -2.240 0.620 -2.746 0.133
H -1.077 1.612 -3.347 0.104
H -2.911 2.815 -2.063 0.117
H -2.272 1.849 -0.601 0.123
H -0.926 4.038 -2.258 0.135
O -0.643 -3.387 -1.440 -0.049
H 0.240 -3.348 -1.035 0.052
H -0.741 -2.585 -1.981 0.050
O -2.093 -3.861 0.892 -0.080
H -1.496 -3.704 0.130 -0.012
H -2.887 -3.531 0.447 0.037
O 2.179 -0.821 1.555 -0.074
H 2.498 -0.131 0.939 0.051
H 1.235 -0.646 1.433 0.030
O 3.588 -2.277 -0.330 -0.071
H 3.304 -1.924 0.525 -0.015
H 3.227 -3.159 -0.483 0.032
O -0.912 0.463 1.422 -0.093
H -1.520 -0.143 1.872 0.019
H -0.836 1.304 1.940 0.003
O -0.663 2.829 2.558 -0.032
H 0.211 2.998 2.901 0.068
H -1.033 3.361 1.842 0.035
O -1.307 -1.384 3.270 -0.052
H -1.648 -1.457 4.172 0.064
H -1.924 -1.975 2.808 0.043
O 1.286 -3.650 1.610 -0.065
H 1.840 -2.855 1.763 0.010
H 0.470 -3.387 2.064 0.024
```

Question: Which of these has the highest energy relative to the best compared isomer or geometry (same formula, charge and spin)?
Answer: C5H28N2O9

Please write out number 1 again, unchanged.
This record from OMol25 describes a cluster of 2 separate species, C9H14 in total. The level of theory is ωB97M-V/def2-TZVPD.

Properties
Lowest unoccupied orbital energy = 0.0372 Eh
HOMO = -0.3276 Eh
SMILES = Cc1ccccc1.CC
Molecular weight = 122.21 g/mol
Energy relative to the best compared isomer or geometry (same formula, charge and spin) = 40.5 kcal per mole
Largest force on an atom = 4.49 eV/Å
Orbital gap = 9.926 eV

Geometry as XYZ:
```
23
Properties=species:S:1:pos:R:3:lowdin_charge:R:1
C -0.085 -2.239 -0.251 -0.097
C 0.595 -1.170 -1.020 -0.303
C 1.682 -0.601 -0.330 -0.083
C 2.237 0.588 -0.761 -0.105
C 1.602 1.235 -1.804 -0.112
C 0.629 0.618 -2.578 -0.095
C 0.042 -0.526 -2.122 -0.059
H 0.565 -2.529 0.666 0.091
H -0.025 -3.292 -0.760 0.100
H -1.161 -2.167 0.051 0.082
H 2.043 -1.037 0.616 0.109
H 3.157 0.969 -0.171 0.135
H 1.921 2.308 -1.994 0.121
H 0.209 0.999 -3.469 0.092
H -0.759 -1.110 -2.556 0.116
C -1.311 0.450 2.478 -0.180
C -1.766 1.604 1.665 -0.182
H -2.183 -0.356 2.281 0.106
H -0.325 -0.062 2.200 0.074
H -1.281 0.703 3.509 0.038
H -1.293 1.681 0.755 0.031
H -1.621 2.506 2.106 0.027
H -2.872 1.429 1.490 0.095
```

Question: Which of these has the lowest orbital gap?
Answer: C5H28N2O9